1.
19
Properties=species:S:1:pos:R:3:forces:R:3:lowdin_charge:R:1 method="wB97M-V/def2-TZVPD" total_charge=+4 homo_lumo_gap_ev="6.116 / 5.979" relative_energy_kcal_mol=78.01 multiplicity=1 homo_energy_ev="-24.676 / -24.444"
Bi -0.317223 -1.059198 -2.906527 -0.84 1.46 -2.89 1.323
Ga -0.343272 -0.818379 -0.024406 2.29 1.82 -0.35 0.533
Cl -2.081239 0.584522 -3.461404 1.02 -1.48 0.98 0.140
Cl 0.981472 0.774912 -1.295457 -0.65 -0.82 0.50 0.205
C -1.240512 -1.956812 1.294932 -2.69 -5.76 7.84 0.072
C 0.121325 -0.159180 -5.393357 -2.73 3.65 -2.65 -0.162
C 0.360737 -2.357181 -5.265535 -1.23 -3.51 -3.61 -0.106
O -1.499786 -2.638450 2.211935 1.41 4.10 -5.86 0.326
O -0.553111 0.284784 -6.212487 2.86 -1.75 2.55 0.190
O 0.144291 -2.775302 -6.315035 1.09 1.51 3.73 0.217
N 0.077341 1.986300 3.077785 1.30 -0.26 1.81 0.209
C 0.940179 1.310672 3.919716 -1.83 2.90 -0.12 0.191
C 1.223816 0.124526 3.269818 -0.43 -2.43 -3.09 0.153
N 0.531974 0.106443 2.029993 -0.05 -0.48 0.07 0.036
C -0.164008 1.232054 1.978203 0.63 0.34 1.82 -0.090
H -0.301582 2.907206 3.272090 -0.22 0.35 0.10 0.219
H 1.248947 1.646080 4.918302 -0.05 0.13 -0.34 0.207
H 1.808147 -0.719696 3.607748 0.20 -0.03 0.05 0.178
H -0.937501 1.526700 1.293684 -0.07 0.26 -0.54 0.159

=====

2.
5
Properties=species:S:1:pos:R:3:forces:R:3:lowdin_charge:R:1 method="wB97M-V/def2-TZVPD" homo_lumo_gap_ev="5.067 / 5.068" relative_energy_kcal_mol=79.37 multiplicity=1 homo_energy_ev="-8.655 / -8.655"
Si -0.391329 0.045194 -0.149126 0.26 -0.51 0.83 -0.702
Cl -1.317660 -0.054470 1.695284 0.61 0.20 -1.06 0.195
Br 3.222072 -0.023295 1.317840 -1.42 0.04 -0.64 -0.429
I -0.748300 -2.003503 -1.415601 0.31 0.65 0.44 0.453
I -0.764782 2.036073 -1.448395 0.24 -0.38 0.43 0.483

=====

3.
110
Properties=species:S:1:pos:R:3:forces:R:3:lowdin_charge:R:1 method="wB97M-V/def2-TZVPD" total_charge=+1 homo_lumo_gap_ev=8.659 multiplicity=1 homo_energy_ev=-11.335
C -2.605808 -6.415121 -1.085636 -0.36 0.23 0.26 0.018
B -3.069710 -5.269926 -0.108618 -0.03 -0.66 -0.62 -0.436
O -3.535600 -5.528245 1.146701 0.87 0.94 0.14 0.171
C -2.969567 -3.746680 -0.571214 -0.57 -1.37 0.86 0.019
C -2.199303 -2.832336 0.068807 -0.84 -0.11 -1.04 -0.122
C -1.313333 -2.946078 1.265245 0.73 0.82 -0.12 -0.090
C -1.258233 -1.594913 2.036225 0.11 -0.22 -0.44 -0.160
C -0.077382 -0.708809 1.548256 -0.63 -0.91 0.91 -0.162
C 1.215774 -1.255827 2.181552 0.15 -0.55 -0.55 -0.067
C 2.477022 -0.921759 1.360921 -1.71 1.02 0.39 -0.440
F 2.150074 0.170531 0.596861 0.43 0.05 0.05 0.097
F 2.788914 -1.887472 0.473493 0.32 -0.18 0.30 0.118
C 3.683641 -0.440825 2.212006 0.83 0.42 -0.99 -0.435
F 3.292465 0.365334 3.198785 -0.50 -0.48 -0.08 0.120
F 4.456442 0.321115 1.421029 0.10 -0.46 -0.14 0.131
S 4.806232 -1.793537 2.915907 1.64 0.49 1.84 0.793
F 3.665996 -2.898454 2.887541 -0.17 0.24 -0.42 -0.126
F 4.362285 -1.380389 4.412154 -0.19 -0.47 -0.50 -0.155
F 5.984932 -0.727192 3.038739 -0.26 0.01 -0.02 -0.127
F 5.367905 -2.194697 1.499508 -0.84 -0.07 -0.21 -0.107
F 5.767993 -2.868482 3.559316 -0.16 -0.07 -0.09 -0.113
N -2.368328 -1.662645 -0.692276 0.74 -0.69 1.15 0.228
C -3.186402 -1.856458 -1.703867 -0.24 1.43 -0.35 -0.178
C -3.458617 -0.732490 -2.646100 -0.44 -0.28 -0.88 -0.116
C -2.715550 -1.000560 -3.998012 -0.07 -0.72 0.72 -0.380
S -1.228002 0.044349 -4.109538 0.85 -1.51 0.45 1.088
C 0.111201 -1.043452 -3.736657 0.61 -2.22 -0.32 -0.615
N 0.429365 -2.167798 -4.324091 -1.22 0.54 -0.72 0.037
N 1.544030 -2.659708 -3.747193 1.10 -0.50 0.78 0.039
C 1.903192 -1.832902 -2.810444 -1.23 -0.64 -1.51 -0.165
O 1.026980 -0.821217 -2.769799 -0.13 2.10 1.57 0.014
N -3.595967 -3.139489 -1.673652 0.73 1.09 0.93 0.179
C -4.468449 -3.752680 -2.636888 0.06 0.04 -1.18 -0.601
F -3.712833 -4.306177 -3.589973 -0.19 -0.35 0.28 0.194
F -5.252507 -4.652877 -2.082123 0.32 -0.13 0.26 0.229
F -5.230097 -2.846118 -3.240309 0.06 0.15 0.38 0.204
H -3.171466 -6.307054 -2.020219 0.24 -0.05 -0.01 0.064
H -1.542528 -6.358179 -1.337227 -0.09 -0.05 -0.05 0.083
H -2.860377 -7.398639 -0.683226 0.23 0.02 -0.05 0.075
H -3.000072 -6.195604 1.592124 -0.59 -0.52 -0.09 0.124
H -0.293741 -3.144657 0.901968 -0.14 -0.15 0.00 0.127
H -1.571704 -3.792736 1.898622 -0.36 0.10 -0.15 0.126
H -1.159681 -1.787576 3.105795 -0.19 0.15 -0.05 0.123
H -2.202587 -1.078619 1.835273 0.05 0.06 0.48 0.114
H -0.068512 -0.772419 0.457071 0.36 0.42 0.06 0.102
H -0.255171 0.297964 1.926201 0.13 0.14 -0.53 0.129
H 1.284027 -0.887810 3.206167 0.14 -0.05 -0.08 0.135
H 1.150940 -2.348025 2.218960 0.18 0.10 0.16 0.120
H -1.905833 -0.794692 -0.458944 -0.18 0.17 -0.37 0.170
H -3.113564 0.212745 -2.225050 0.02 -0.21 0.20 0.114
H -4.528053 -0.624526 -2.836677 0.06 -0.12 0.11 0.126
H -2.477901 -2.067770 -4.019056 0.38 0.21 -0.39 0.083
H -3.381239 -0.826151 -4.850924 0.42 0.18 0.38 0.041
H 2.738469 -1.907595 -2.136481 -0.06 0.28 0.02 0.125
C 4.385476 3.250918 5.934292 -0.02 0.04 0.02 -0.062
C 3.628966 3.076979 4.782436 0.08 0.18 0.24 -0.061
C 2.693831 4.030640 4.416355 -0.04 -0.18 -0.22 -0.002
C 2.530241 5.151583 5.208705 0.18 -0.17 0.07 -0.147
C 3.270039 5.337273 6.362204 0.09 0.12 0.21 0.000
C 4.202990 4.377969 6.724919 -0.02 -0.10 -0.12 -0.060
N 1.553592 6.174796 4.806453 -0.09 0.07 -0.03 -0.355
O 0.906490 5.970103 3.797196 0.01 -0.03 0.00 0.069
O 1.452516 7.162877 5.501752 0.01 -0.01 0.02 0.086
H 5.119469 2.506761 6.215784 -0.01 0.00 0.00 0.109
H 3.772073 2.203040 4.172147 0.03 0.02 -0.03 0.080
H 2.106083 3.895091 3.520285 -0.05 0.15 0.03 0.116
H 3.130492 6.215037 6.975968 -0.10 0.05 -0.11 0.121
H 4.790372 4.511222 7.622969 -0.02 0.03 0.00 0.110
C -3.356638 4.067190 -8.556689 -0.01 -0.02 -0.01 -0.081
C -2.499626 3.097073 -9.061161 -0.09 0.09 0.09 -0.057
C -2.563846 1.797858 -8.583289 0.20 -0.08 -0.16 0.009
C -3.492612 1.488526 -7.605453 -0.03 0.28 -0.08 -0.146
C -4.348007 2.444929 -7.086403 -0.18 0.07 0.16 -0.001
C -4.276614 3.742402 -7.567280 0.10 0.00 -0.09 -0.065
N -3.579703 0.107658 -7.117044 -0.05 0.00 -0.11 -0.332
O -2.811720 -0.707195 -7.570908 0.03 -0.04 0.06 0.111
O -4.429838 -0.148438 -6.272583 -0.13 0.22 -0.24 0.029
H -3.308542 5.079739 -8.936884 -0.01 -0.01 -0.01 0.111
H -1.783661 3.352444 -9.830208 0.01 -0.03 0.00 0.114
H -1.897864 1.043656 -8.976613 -0.07 -0.09 0.08 0.125
H -5.066185 2.192157 -6.320397 0.04 -0.13 -0.02 0.121
H -4.940986 4.499900 -7.174319 -0.01 -0.02 0.01 0.114
C 3.565980 -4.779504 8.646167 -0.02 0.00 0.01 -0.064
C 3.639932 -4.166333 7.401827 -0.05 -0.06 0.17 -0.060
C 2.799264 -3.106811 7.102935 0.22 -0.04 -0.31 -0.009
C 1.896618 -2.673658 8.054761 0.14 -0.14 0.04 -0.148
C 1.805083 -3.276259 9.296152 -0.10 -0.03 0.25 0.001
C 2.647379 -4.337064 9.590104 0.08 -0.01 -0.15 -0.059
N 1.021650 -1.535835 7.735589 -0.06 0.05 -0.05 -0.353
O 1.114678 -1.045837 6.622782 -0.02 -0.04 -0.02 0.053
O 0.258114 -1.150431 8.592953 -0.01 -0.01 0.00 0.092
H 4.226916 -5.603386 8.881791 -0.01 0.00 0.00 0.110
H 4.354940 -4.511654 6.667298 -0.01 0.03 -0.01 0.109
H 2.865839 -2.628276 6.137236 -0.11 0.11 0.06 0.098
H 1.092484 -2.931290 10.031020 -0.03 0.11 -0.10 0.122
H 2.590011 -4.817522 10.557028 -0.02 0.02 0.00 0.111
C -0.094138 6.985205 -5.555868 0.00 0.00 0.00 -0.057
C 0.454593 6.618950 -4.333373 -0.08 0.01 -0.13 -0.055
C 0.218461 5.355579 -3.817956 0.14 0.04 0.20 0.004
C -0.565356 4.472752 -4.541475 0.14 0.27 -0.14 -0.139
C -1.125014 4.824251 -5.757482 -0.14 -0.09 -0.21 0.005
C -0.885846 6.090157 -6.264357 0.09 0.06 0.11 -0.055
N -0.800479 3.126684 -4.013202 -0.10 0.09 -0.23 -0.332
O -0.315689 2.842116 -2.937164 -0.08 -0.02 0.05 0.067
O -1.470280 2.359399 -4.691740 -0.29 1.91 -0.20 -0.113
H 0.096920 7.971387 -5.958234 -0.01 0.00 0.01 0.112
H 1.069213 7.318146 -3.783637 -0.01 -0.02 0.02 0.113
H 0.645602 5.071563 -2.867345 -0.05 -0.12 -0.03 0.122
H -1.738569 4.127824 -6.310930 0.04 -0.09 0.11 0.094
H -1.313819 6.379258 -7.214695 -0.01 -0.02 0.00 0.106

=====

4.
19
Properties=species:S:1:pos:R:3:forces:R:3:lowdin_charge:R:1 method="wB97M-V/def2-TZVPD" homo_lumo_gap_ev=8.894 relative_energy_kcal_mol=48.85 smiles="[H]/N=P/C(C)=C/C.C" multiplicity=1 homo_energy_ev=-8.633
H -4.142847 0.264709 -0.444686 0.03 -0.14 0.42 -0.033
N -3.141817 0.381110 -0.493346 -0.89 0.11 -2.02 -0.302
P -2.236390 0.418417 0.727006 0.03 -0.02 2.07 0.823
C -0.620706 0.762331 0.104273 0.66 0.76 -1.02 -0.577
C -0.333083 0.924467 -1.383356 -2.68 -3.84 -1.63 -0.127
C 0.304912 1.081379 1.022785 -0.67 0.03 -2.86 -0.210
C 1.645464 1.441948 0.553373 -1.24 3.18 0.81 -0.083
H -0.247971 1.885267 -1.715249 0.87 2.98 -0.29 0.026
H -1.305352 0.664883 -2.041129 1.85 0.05 1.81 0.097
H 0.460359 0.306126 -1.887945 -0.44 0.48 1.05 0.092
H 0.100016 1.108192 2.030098 -0.61 -0.19 2.25 0.065
H 2.259296 1.588679 1.405919 1.00 0.71 0.38 0.072
H 1.601779 2.270173 -0.211843 0.26 -0.43 1.17 0.117
H 1.980504 0.659297 0.033460 1.73 -3.22 -2.10 0.025
C -0.150803 -2.188978 0.583379 -0.90 1.44 -0.53 -0.100
H -0.176011 -3.268322 0.377220 0.65 0.19 0.71 0.003
H -0.567231 -1.884201 1.646956 1.20 -0.81 -2.19 0.047
H 0.853604 -1.651223 0.280767 -2.06 -1.32 0.87 0.054
H -0.952243 -1.868189 -0.177433 1.20 0.03 1.10 0.011